The following is a DFT calculation (ωB97M-V/def2-TZVPD) of a single H6Si3 molecule.

ORCA input file:
```
! RIJCOSX wB97M-V def2-TZVPD def2/J DEFGRID3
* xyz 0 1
Si 1.906 -0.392 -0.137
Si -1.092 -0.435 -0.090
Si 0.349 1.253 -0.033
H 1.689 -0.947 1.242
H 0.251 -1.422 -0.420
H -1.937 -1.117 -1.034
H -1.223 -1.278 1.085
H -0.282 2.308 0.696
H 0.339 2.030 -1.309
*
```

The calculation puts the LUMO energy at -0.257 eV. The calculation puts the energy above the lowest of the compared OMol25 structures with the same formula, charge and spin at 14.1 kcal/mol. The value obtained for the total energy is -871.9221 a.u. For the frontier orbital gap, the calculation gives 8.214 eV.